Entry 1:
Below is a 2-piece molecular cluster, C15H22BrF10N3O5P2 overall, with properties calculated with ωB97M-V/def2-TZVPD.

Geometry as XYZ:
```
58
Properties=species:S:1:pos:R:3:forces:R:3:nbo_charge:R:1
Br 3.709842 3.124876 -4.300689 -1.1 -1.0 0.5 0.0106
P -0.369433 -1.716773 0.401392 1.4 -1.3 3.0 2.3059
P -3.138804 -4.876669 -0.878461 -0.9 -1.2 0.3 2.6412
F -4.647640 -4.423466 -1.196132 -1.7 0.3 -2.1 -0.5991
F -3.741170 -4.460617 0.552378 0.8 0.5 2.6 -0.6004
F -1.224397 3.916997 3.324684 2.9 0.2 -1.2 -0.3310
F -2.707443 -3.968043 -2.141466 -0.6 1.2 -2.6 -0.6149
F 1.114059 4.342275 3.512546 -2.9 -1.0 -1.9 -0.3094
F -1.784707 -4.146915 -0.402208 2.0 0.3 1.8 -0.6151
F -2.564179 -6.186786 -0.149556 1.1 -0.6 2.4 -0.5955
F -3.377040 -6.059889 -1.937187 -0.7 -0.2 -2.6 -0.5943
F 1.099335 5.302209 1.112020 -2.2 -2.7 -0.4 -0.3034
F -1.157434 4.992438 0.878661 2.6 -1.7 0.6 -0.3358
O 0.460001 -0.612473 1.091691 -1.7 -1.2 -2.1 -1.1608
O 0.596579 -3.137664 0.241207 -0.8 3.3 0.3 -0.7652
O -1.631871 -2.147351 1.478376 2.6 0.6 -1.8 -0.7577
O 3.674246 0.723402 -2.885511 -3.9 3.5 -2.0 -0.4874
O 2.101914 4.113453 -1.402780 2.1 -2.7 2.2 -0.4503
N -0.770709 2.058701 -0.005289 1.9 1.3 -2.1 -0.1785
N -1.840996 1.964145 0.864441 -0.5 -0.6 0.3 -0.6385
N 3.968543 3.317217 0.242614 -3.7 1.0 -4.5 -0.3049
C 2.663350 -1.942383 -0.748536 -0.5 -0.2 -0.4 -0.6499
C 3.171999 3.584997 -0.624359 0.7 0.6 2.6 0.4813
C 0.068361 3.754419 2.730745 0.1 -0.7 1.0 0.5108
C -1.542515 0.197283 -1.473181 0.1 0.0 -0.9 -0.5252
C -0.496730 1.330888 -1.095106 -1.4 -0.7 1.5 0.6649
C 0.326364 3.062395 0.213105 2.4 0.3 0.5 -0.1727
C 2.872049 1.549604 -3.378472 2.7 -3.2 2.0 0.5000
C 0.075710 4.304148 1.190122 -0.6 1.9 0.5 0.6470
C 0.897754 1.778465 -1.737550 0.5 -0.7 0.6 -0.3574
C -1.081020 -1.246619 3.826105 1.2 -0.5 -0.1 -0.6538
C 1.254453 1.392849 -3.252269 0.9 1.3 -0.5 -0.5075
C -1.072587 -2.485152 2.785040 0.5 -0.2 2.2 -0.0839
C 0.910066 3.312662 -1.262414 -2.0 -0.6 -0.6 0.1239
C 2.010278 -2.828781 0.433730 2.0 -0.8 0.1 -0.0891
C -0.980108 -1.293573 -1.322021 -1.2 -0.5 -0.8 -0.8141
H 1.845727 -1.648781 -1.505584 1.2 -0.5 1.1 0.1866
H 3.134076 -0.960364 -0.392154 -0.5 -1.6 -0.4 0.2228
H -1.986474 -0.557684 3.721906 1.3 -1.0 0.1 0.2112
H -1.651209 -3.350806 3.284637 0.5 1.4 -1.5 0.2213
H -1.537783 1.689267 1.812962 -0.2 0.0 -0.8 0.4078
H 1.742089 1.247143 -1.145396 -1.5 0.5 -0.4 0.3050
H 3.402872 -2.601226 -1.345107 -1.0 1.3 1.1 0.2316
H 2.555215 -3.850474 0.397900 -1.2 1.5 0.0 0.2064
H -0.072643 -0.696991 3.666639 -1.9 -0.5 0.2 0.2142
H -1.812506 0.346462 -2.590839 0.6 -0.2 1.7 0.2665
H -2.426689 2.808603 0.868991 0.6 -0.3 -0.1 0.4067
H 2.242960 -2.416010 1.490810 -0.7 -0.4 -1.9 0.1975
H -1.872290 -2.005901 -1.542168 1.4 1.0 0.4 0.3579
H -2.540100 0.258486 -0.907411 1.9 0.4 -0.5 0.2942
H 0.270017 2.615570 2.722062 -0.2 1.9 0.2 0.1615
H -0.221774 -1.521668 -2.165984 -0.9 0.2 1.9 0.2715
H 1.040429 0.299047 -3.518260 0.2 1.7 0.5 0.2820
H 1.134261 2.432176 0.755504 -0.9 1.1 -0.7 0.2670
H 0.136845 3.829393 -1.928500 1.1 -0.3 1.1 0.2305
H -1.015946 -1.669149 4.903463 -0.4 0.7 -1.8 0.2221
H 0.020953 -2.849117 2.727502 -1.7 0.5 -0.2 0.1910
H 0.827870 2.142838 -4.014457 0.3 -1.4 1.2 0.2551
```
Forces are in eV/Å.

**2S+1**: 1
**Highest occupied orbital energy**: -9.59 eV
**LUMO energy**: -2.693 eV
**Orbital gap**: 6.90 eV

=====

Entry 2:
Below is a single C12H10NO2PS molecule, with properties calculated with ωB97M-V/def2-TZVPD.

Geometry as XYZ:
```
27
Properties=species:S:1:pos:R:3:forces:R:3:nbo_charge:R:1
S -0.983753 1.997125 -0.147218 0.0 0.1 0.0 0.2926
P 4.443023 1.049218 0.090288 0.3 -0.2 0.0 1.3563
O 5.350186 -0.283466 -0.218105 -0.3 0.1 -0.1 -0.9763
O 4.659783 1.869719 -1.337003 -0.3 0.1 0.2 -0.9900
N -1.183295 -0.824352 -0.973204 0.1 0.3 0.3 -0.5916
C 2.495081 -0.894831 -0.643762 -0.4 0.2 0.0 -0.1930
C 0.390928 0.888569 -0.292315 -0.3 0.1 0.1 -0.1147
C 0.136012 -0.416014 -0.706216 0.1 -0.5 -0.3 0.1242
C -2.193528 0.853616 0.462066 0.3 -0.1 -0.1 -0.2388
C 1.191457 -1.313639 -0.864707 0.2 0.4 0.1 -0.2293
C -3.163921 1.232171 1.379253 -0.1 -0.4 -0.1 -0.1951
C -2.164484 -0.447387 -0.034165 -0.4 -0.2 0.1 0.2315
C -3.119017 -1.368778 0.398037 0.1 0.3 0.0 -0.2717
C -4.124637 0.313146 1.784952 0.1 0.0 -0.1 -0.2296
C -4.104348 -0.988025 1.295671 0.2 0.3 -0.1 -0.1832
C 2.748143 0.412130 -0.240204 0.4 0.2 0.1 -0.4398
C 1.690014 1.299034 -0.039288 -0.1 -0.5 -0.2 -0.2294
H 3.826788 1.875664 -1.822243 0.1 0.1 -0.3 0.4925
H -3.081973 -2.375705 0.009369 0.0 -0.2 0.0 0.2083
H 3.297685 -1.604451 -0.765925 0.1 -0.1 0.0 0.2167
H -4.844973 -1.704304 1.608277 -0.1 -0.1 0.1 0.2164
H 1.011480 -2.334349 -1.167827 -0.2 -0.1 0.0 0.2118
H 1.876948 2.307535 0.297739 0.0 0.2 0.1 0.2269
H -4.877117 0.619789 2.492895 -0.1 0.0 0.1 0.2174
H -3.185190 2.242154 1.755326 0.1 0.1 0.1 0.2244
H 5.147752 -0.603357 -1.109702 0.2 -0.1 0.0 0.4798
H -1.239046 -1.801211 -1.211987 0.0 -0.1 -0.1 0.3836
```
Forces are in eV/Å.

**2S+1**: 1
**Highest occupied orbital energy**: -8.00 eV
**LUMO energy**: 0.660 eV
**SMILES**: OP(O)c1ccc2c(c1)Sc1ccccc1N2
**Orbital gap**: 8.66 eV

=====

Entry 3:
Below is a single C5H10O2 molecule, with properties calculated with ωB97M-V/def2-TZVPD.

Geometry as XYZ:
```
17
Properties=species:S:1:pos:R:3:forces:R:3:nbo_charge:R:1
O 1.030684 -1.370208 -1.308214 0.0 0.2 -0.1 -0.7145
O 0.055741 1.139665 -0.887140 0.0 -0.1 -0.1 -0.5659
C -0.930147 -0.837988 0.216784 -0.1 0.0 -0.1 -0.2941
C 0.121585 -1.764594 -0.333797 -0.2 -0.3 0.2 0.1081
C 0.838513 1.996321 -0.084017 0.1 0.2 0.1 -0.2454
C -1.102680 0.588344 -0.268163 -0.1 0.0 0.0 -0.0579
C 0.229123 -1.274238 1.084041 0.1 0.0 0.1 -0.4607
H 1.355014 1.460998 0.723067 -0.1 0.1 -0.1 0.1690
H 1.013639 -0.548330 1.280674 -0.1 -0.1 -0.1 0.2109
H -1.887611 0.611806 -1.032740 0.1 0.0 0.1 0.1924
H 1.584915 2.446017 -0.743363 -0.1 0.0 0.1 0.1982
H -1.891301 -1.299788 0.440832 0.2 0.1 0.0 0.2205
H -1.423997 1.238596 0.559190 0.0 -0.1 -0.1 0.1747
H 0.222896 2.792329 0.356276 0.1 -0.1 -0.1 0.1719
H -0.163687 -2.804790 -0.474291 0.0 0.2 0.0 0.1841
H 0.034132 -1.959976 1.904530 0.0 0.1 -0.1 0.2174
H 0.913175 -0.414165 -1.433671 0.1 -0.1 0.0 0.4912
```
Forces are in eV/Å.

**2S+1**: 1
**Highest occupied orbital energy**: -9.22 eV
**LUMO energy**: 0.975 eV
**SMILES**: COC[C@@H]1C[C@@H]1O
**Orbital gap**: 10.19 eV
**Energy above the lowest of the compared OMol25 structures with the same formula, charge and spin**: 2.660 eV